30
Properties=species:S:1:pos:R:3:forces:R:3:nbo_charge:R:1 method="wB97M-V/def2-TZVPD" total_charge=0 total_energy_ev=-20794.63177 smiles=O.O.O.O.O.O.O.O.O.O molar_mass_g_mol=180.15 homo_lumo_gap_ev=9.1911
H 0.3876 -1.0377 0.3070 0.148 1.461 0.825 0.450
H -0.6120 -0.0842 0.8440 -2.232 0.449 0.913 0.443
H 4.9175 -2.8309 -1.7504 -1.206 0.110 0.451 0.476
H 3.4466 -2.5539 -2.0123 -2.030 0.932 -2.736 0.457
H -2.6310 2.1310 -1.3056 1.261 -1.943 1.456 0.444
H -3.3226 1.0511 -0.5228 -0.041 0.397 0.149 0.468
H 2.7237 3.1091 1.5778 -1.630 -1.655 -0.590 0.454
H 1.5385 2.1112 1.9782 0.414 0.406 -0.611 0.474
H -1.7274 -2.1567 3.3038 -0.445 -0.462 -1.183 0.466
H -1.0246 -3.2352 2.6178 1.158 -1.209 -0.290 0.469
H 1.4270 1.9539 -2.4335 -3.344 0.815 0.330 0.454
H 2.5250 1.6055 -3.3437 -0.103 0.272 2.049 0.444
H -3.4316 -0.5059 0.1191 -0.861 -1.753 -2.011 0.452
H -2.6070 -0.3899 1.2570 -1.214 1.278 -0.052 0.480
H 0.7974 -0.4209 -1.2455 -0.365 0.995 -0.100 0.444
H 2.1316 -0.9678 -1.2503 -0.050 2.454 0.547 0.429
H -2.0223 -3.6692 -0.7963 -0.054 -0.106 0.071 0.462
H -3.4190 -3.5490 -0.2764 -2.115 1.358 -0.110 0.461
H 0.3548 4.8260 1.8188 0.885 2.104 2.694 0.447
H 0.4015 4.5446 0.4383 -0.565 -1.117 0.389 0.463
O 0.2710 -0.0838 0.5608 -0.128 -1.818 0.956 -0.896
O 4.0148 -2.8021 -1.3527 3.236 -1.088 2.212 -0.932
O -2.4281 1.3318 -0.6751 0.284 4.399 -4.538 -0.933
O 2.0587 2.4335 1.2165 1.691 0.997 1.067 -0.928
O -1.7709 -2.6885 2.4648 -0.747 1.872 1.469 -0.934
O 2.3016 1.7157 -2.3620 4.010 0.173 -3.324 -0.896
O -3.3294 0.1238 0.7848 0.460 -2.593 5.093 -0.912
O 1.6707 -0.0737 -1.0369 2.172 -4.714 -2.139 -0.872
O -2.6630 -4.0669 -0.1966 2.177 -1.325 -0.032 -0.923
O 0.0209 4.1792 1.2715 -0.766 -0.688 -2.955 -0.910

***

69
Properties=species:S:1:pos:R:3:forces:R:3:nbo_charge:R:1 method="wB97M-V/def2-TZVPD" total_charge=-1 total_energy_ev=-68273.98616 molar_mass_g_mol=500.55 homo_lumo_gap_ev=9.0525
N 7.7147 9.6036 5.8239 -0.447 5.217 0.112 -1.089
S 8.7633 8.7575 6.4770 2.812 -7.411 1.197 2.425
O 8.4994 8.3844 7.8538 0.877 0.655 -1.084 -0.920
O 10.1228 8.9247 5.9691 -1.386 0.136 1.148 -0.923
F 8.2984 7.3457 5.7193 0.355 0.914 0.301 -0.547
S 8.3801 11.0944 6.3446 -1.839 3.078 0.918 2.354
O 8.9245 11.8808 5.2773 0.605 -1.011 0.262 -0.908
O 8.9592 11.2238 7.7075 -1.256 -0.913 -3.289 -0.875
F 6.9546 11.8541 6.4796 0.234 -0.679 0.403 -0.517
C 9.0057 10.9516 13.6556 0.356 0.581 -0.396 -0.254
O 9.3298 11.7358 14.8190 -0.457 -0.615 -0.248 -0.727
H 7.9552 11.0764 13.3927 0.035 0.156 0.370 0.186
H 9.5814 11.3249 12.8087 -0.022 -0.025 -0.177 0.172
H 9.2057 9.8823 13.7237 0.081 -0.052 0.486 0.162
H 10.2855 11.7558 14.9073 0.000 -0.048 -0.052 0.461
C 2.5528 8.9709 8.2881 0.261 0.073 -0.725 -0.248
O 2.9962 9.4029 6.9758 -0.651 -0.349 0.899 -0.737
H 2.7355 9.7173 9.0612 -0.012 0.206 -0.085 0.163
H 1.4836 8.7702 8.2198 0.025 0.224 -0.110 0.173
H 3.0102 8.0406 8.6249 0.265 -0.084 -0.227 0.167
H 3.9550 9.4078 6.9275 0.155 -0.036 0.206 0.481
C 14.9529 9.3714 8.8267 1.072 0.330 -0.046 -0.249
O 14.5819 8.3689 9.7419 -0.508 -0.503 -0.126 -0.716
H 14.2915 10.2368 8.8700 0.089 0.062 -0.087 0.174
H 15.9886 9.6164 9.0621 0.135 0.793 0.075 0.147
H 15.0484 9.0379 7.7934 -0.717 -0.546 0.135 0.183
H 14.4297 8.8179 10.5767 -0.076 -0.149 0.046 0.461
C 14.5814 10.5960 2.2589 0.309 -1.283 -0.138 -0.251
O 15.5880 11.5345 1.9337 0.150 0.346 0.369 -0.722
H 14.3538 10.0345 1.3528 -0.549 0.210 -0.079 0.168
H 15.0139 9.8387 2.9128 -0.164 -0.089 0.299 0.158
H 13.6911 10.9815 2.7556 0.077 0.375 -0.265 0.184
H 16.3058 11.3137 2.5318 0.163 0.443 -0.178 0.463
C 7.3219 0.7734 1.6261 -0.610 -1.393 -1.439 -0.242
O 7.1082 1.8262 2.4760 0.581 1.014 0.852 -0.694
H 6.3976 0.6173 1.0699 -0.033 -0.249 0.021 0.174
H 8.0913 0.9510 0.8746 0.248 0.183 -0.068 0.152
H 7.5811 -0.1418 2.1583 -0.033 -0.262 0.042 0.150
H 7.9931 1.9759 2.8167 -0.161 0.706 0.591 0.461
C 0.9497 15.2995 8.9727 0.305 -0.136 -0.514 -0.246
O 0.4790 15.9818 7.8266 -0.686 0.373 -0.086 -0.729
H 0.6495 15.8210 9.8815 0.133 0.204 -0.211 0.176
H 0.5296 14.2947 9.0166 0.121 -0.186 0.110 0.160
H 2.0314 15.2698 8.8420 0.169 -0.324 0.808 0.170
H 0.7330 15.4509 7.0682 -0.039 0.051 -0.139 0.468
C 10.4910 17.8355 5.5944 -1.880 0.249 -0.199 -0.255
O 11.0564 17.4530 6.8161 1.068 -0.042 -0.287 -0.698
H 10.6869 17.2303 4.7092 0.493 -0.423 0.218 0.165
H 9.4243 17.7281 5.7912 -0.161 0.178 -0.365 0.184
H 10.6629 18.8750 5.3151 0.242 0.220 0.179 0.149
H 12.0032 17.4832 6.6606 0.239 -0.179 0.461 0.456
C 7.7173 10.0881 0.3693 0.001 -0.628 0.611 -0.248
O 6.6402 10.3789 1.2502 0.004 0.775 -0.267 -0.729
H 7.7810 9.0008 0.4102 0.468 -0.146 -0.854 0.164
H 7.5443 10.4907 -0.6287 -0.415 -0.236 0.101 0.172
H 8.6790 10.4890 0.6896 0.011 0.191 0.276 0.165
H 6.9330 10.1319 2.1305 -0.066 0.052 0.194 0.476
C 0.9827 12.6849 2.6160 0.372 -0.656 0.124 -0.255
O 1.1210 12.9121 4.0350 -0.114 0.389 -1.036 -0.732
H 1.7088 11.9457 2.2777 -0.107 -0.338 0.113 0.174
H -0.0214 12.3406 2.3685 -0.072 -0.061 0.094 0.160
H 1.2110 13.5210 1.9549 -0.091 0.660 0.732 0.175
H 1.5391 12.1313 4.4054 0.035 0.003 0.029 0.477
C 6.1029 5.0924 12.7990 -0.552 0.611 0.955 -0.241
O 6.1301 4.1206 13.8224 0.382 -0.943 0.382 -0.730
H 5.2224 5.6907 13.0329 -0.296 0.245 -0.947 0.156
H 6.9382 5.7855 12.8994 0.347 -0.172 -0.449 0.165
H 6.0541 4.5851 11.8355 0.041 0.286 0.111 0.190
H 5.8157 4.5224 14.6356 0.084 -0.025 -0.060 0.459

***

10
Properties=species:S:1:pos:R:3:forces:R:3:nbo_charge:R:1 method="wB97M-V/def2-TZVPD" total_charge=0 total_energy_ev=-39054.78478 smiles=S[C@H]1CC1(Cl)Cl molar_mass_g_mol=143.04 homo_lumo_gap_ev=10.0820
C -0.5979 -0.4329 -0.2627 0.033 -1.218 -0.029 -0.347
C -0.1751 0.3006 0.9819 -0.972 1.167 0.130 -0.440
C 0.2138 0.8338 -0.3629 1.230 -0.989 0.037 -0.094
H 1.1803 -2.0670 -0.5396 0.559 0.192 0.099 0.131
H -1.6639 -0.3499 -0.5099 0.555 0.207 -0.026 0.252
H 0.6206 -0.0371 1.6090 0.365 -0.434 0.125 0.241
H -0.9469 0.8863 1.5181 0.484 -0.496 -0.370 0.234
S -0.1283 -2.1882 -0.6625 -0.686 1.267 0.086 -0.002
Cl -0.4802 2.2575 -0.9995 -0.673 0.723 -0.272 0.048
Cl 1.9776 0.7970 -0.7721 -0.895 -0.420 0.220 -0.023

***

35
Properties=species:S:1:pos:R:3:forces:R:3:nbo_charge:R:1 method="wB97M-V/def2-TZVPD" total_charge=0 total_energy_ev=-23880.03424 smiles="CC(C)C[C@H](NC(=O)[C@@H](N)CC(=O)O)C(=O)O" molar_mass_g_mol=246.26 homo_lumo_gap_ev=10.4950
C -2.5984 0.9879 -0.6825 -0.467 -0.007 0.659 -0.138
C -1.6626 2.1475 -0.1603 0.192 -2.134 -0.697 0.687
C -3.0931 0.1670 0.5591 0.135 0.906 1.428 -0.544
C -3.4725 -1.2912 0.5313 2.530 -1.112 -1.823 0.782
C 0.3589 0.6060 0.3121 -0.553 1.721 -0.211 -0.161
C 0.5237 0.7117 1.8520 1.539 0.105 -0.262 0.761
C 1.7329 0.6235 -0.3897 0.251 -1.225 1.470 -0.378
C 2.7260 -0.4976 0.1016 -0.247 -0.334 -1.707 -0.235
C 3.8594 -0.4821 -0.9182 -0.109 1.321 -0.745 -0.593
C 2.1300 -1.9314 0.0914 0.419 -0.135 -1.318 -0.616
H -2.7174 -0.1151 -2.4030 -0.018 0.097 -0.196 0.388
H -1.2472 0.5665 -2.1423 0.480 0.206 -0.450 0.390
H -3.4560 1.5065 -1.1205 0.069 0.135 0.362 0.219
H -3.8709 0.6923 1.1375 0.168 0.004 -0.583 0.262
H -2.2715 0.1070 1.3123 -0.199 0.179 -0.449 0.222
H -2.1329 -1.4337 -0.8353 -0.025 -0.416 0.197 0.492
H 0.1851 2.8218 0.1742 -0.442 -1.752 -0.163 0.429
H -0.2177 -0.3018 0.0428 0.061 0.825 -0.172 0.231
H 2.2108 1.5939 -0.2406 -0.101 -0.025 0.262 0.226
H 1.5702 0.5540 -1.4608 -0.123 -0.321 -0.183 0.213
H 3.1768 -0.2660 1.0523 -0.251 0.248 0.609 0.214
H 4.2507 0.5765 -1.0471 -0.402 -1.228 -0.065 0.207
H 4.6667 -1.0804 -0.5609 0.712 -0.530 0.066 0.212
H 3.5018 -0.8855 -1.9002 0.393 0.435 0.704 0.200
H 1.6762 -2.1028 -0.9332 0.270 0.072 1.155 0.203
H 1.3975 -2.0684 0.8537 -0.804 -0.094 0.448 0.197
H 2.8547 -2.7783 0.2499 -0.278 1.150 -0.183 0.226
H -0.1730 -1.0877 2.2494 1.286 1.487 0.759 0.492
N -2.0267 0.1204 -1.7068 0.261 -0.337 0.421 -0.867
N -0.2913 1.9328 -0.1478 -0.036 -0.445 0.570 -0.658
O -2.1671 3.1798 0.1528 -0.445 1.301 0.246 -0.566
O -4.2467 -1.8555 1.2099 -1.651 -0.030 1.120 -0.542
O -2.5838 -2.0646 -0.2098 -0.451 1.194 -0.104 -0.734
O 1.0070 1.7040 2.3115 -0.269 0.475 0.092 -0.560
O 0.4003 -0.3569 2.6652 -1.893 -1.738 -1.257 -0.662